Record 1
The following is a quantum chemistry calculation of a structure of composition C29H37N8O2Si2Sn, from OMol25.

Calculated values
Total charge: -1
E_tot in eV: -68275.890
Frontier orbital gap in eV: 5.3150
E_LUMO in eV: 1.38
HOMO energy in eV: -3.93
Energy above the lowest of the compared OMol25 structures with the same formula, charge and spin in kcal per mole: 43.3

Each line ends with the Mulliken charge.
Element x y z (Å)
Sn  0.14498  0.62162  -0.11412  0.51
Si  -0.62608  2.61247  1.58644  0.44
Si  -1.47813  2.23889  -1.60374  0.41
O  -1.56799  -1.16084  -0.70897  0.19
O  -1.08694  -5.26791  -0.40896  -0.73
N  4.24151  -0.56956  3.04463  -0.73
N  3.26072  -0.74019  -1.71213  -0.13
N  1.92440  -0.02611  2.44866  -0.62
N  -2.19520  -3.45321  2.80799  0.19
N  -0.17893  -2.99259  -1.25253  -0.82
N  5.37185  -2.11824  4.58827  -0.62
N  0.99634  -2.29758  -1.29797  -0.07
N  -1.19641  -0.88260  2.14043  0.14
C  -2.64240  6.20193  0.72428  -0.63
C  4.28382  0.06039  -1.98817  -0.20
C  -4.86733  -3.60590  -0.64432  -1.00
C  -2.68549  4.86659  -1.26972  -0.43
C  -2.60009  -1.19096  1.99989  -0.28
C  1.02626  3.45960  2.01185  -1.22
C  -3.42588  -5.50292  -0.29998  -0.48
C  -0.33854  -2.05961  2.10209  0.49
C  -1.94240  5.19005  1.36443  -0.46
C  4.93113  0.08987  -3.21252  -0.57
C  -0.89926  2.94932  -3.29300  -1.30
C  -1.96558  3.84272  -0.64462  0.45
C  -3.75205  -2.80379  -0.83082  -0.21
C  -3.03000  6.03204  -0.60086  -0.72
C  3.42177  -1.60979  -3.92717  -0.74
C  1.60416  -2.34051  -2.41213  -0.47
C  -2.46040  -3.32599  -0.76815  0.29
C  -4.69778  -4.95982  -0.37689  -0.45
C  -1.50114  2.32665  3.26876  -1.44
C  -1.60508  4.00260  0.70630  0.42
C  -2.29899  -4.70385  -0.50320  0.43
C  4.48309  -0.77299  -4.20324  -0.29
C  -0.75618  -3.10710  3.11637  -0.93
C  3.01786  -0.32676  2.74883  0.53
C  4.79140  -1.40781  3.86884  0.45
C  -3.23562  1.58379  -2.02179  -1.30
C  -1.29698  -2.38147  -0.93148  -0.13
C  -3.07845  -2.25137  2.99270  -1.10
C  2.81842  -1.56552  -2.66627  0.76
H  3.04074  -2.29002  -4.68014  0.32
H  -0.97999  -0.28032  2.92625  0.17
H  0.91685  4.27404  2.73581  0.35
H  -2.75947  -1.55438  0.98290  -0.14
H  -0.71692  -2.71195  4.13160  0.40
H  -3.18923  -0.28009  2.11398  0.59
H  1.73489  2.72921  2.41200  0.24
H  -2.88593  7.12038  1.24696  0.37
H  -3.80428  1.41851  -1.10155  0.31
H  -2.97046  -1.91315  4.02299  0.40
H  -3.84890  -1.74639  -1.04503  0.51
H  -2.23579  -3.71341  1.81146  -0.24
H  -5.55850  -5.60556  -0.25030  0.39
H  -1.64896  5.33702  2.40140  0.26
H  -0.38531  -2.50733  1.10754  -0.20
H  0.68245  -1.71476  2.25938  -0.02
H  -0.44905  -4.56945  -0.76558  0.44
H  -1.70932  3.26735  3.78698  0.44
H  -2.51619  -4.23710  3.36815  0.40
H  -0.05233  3.62903  -3.16112  0.30
H  -2.98951  4.74955  -2.30657  0.17
H  -3.18169  0.62773  -2.55319  0.28
H  -3.79187  2.29149  -2.64391  0.48
H  -3.59548  6.80748  -1.10591  0.37
H  -1.69694  3.49828  -3.80164  0.33
H  4.59092  0.70779  -1.17253  0.42
H  -5.86207  -3.18644  -0.72716  0.44
H  -0.56918  2.14067  -3.95254  0.26
H  5.76116  0.76146  -3.38458  0.37
H  1.17791  -2.90021  -3.24931  0.27
H  -3.28051  -6.56206  -0.12468  0.45
H  -4.11490  -2.53767  2.81538  0.47
H  1.46205  3.87995  1.09988  0.30
H  -0.15249  -4.01126  3.05250  0.45
H  -0.85704  1.72674  3.92155  0.35
H  -2.45277  1.80070  3.14050  0.26
H  4.96377  -0.79165  -5.17334  0.40

Cartesian forces (eV/Å) of the 6 atoms listed first:
Sn -0.29 0.51 -0.22
Si 0.15 0.11 0.03
Si -0.63 0.49 -0.31
O 0.69 -0.08 -0.35
O 0.19 -0.05 -0.08
N 0.70 0.41 -0.49

***

Record 2
The following is a quantum chemistry calculation of a cluster of 3 separate species, C28H33BF3N2O11 in total in a non-equilibrium geometry, from OMol25.

Calculated values
Total charge: -1
E_tot in eV: -63899.308
Frontier orbital gap in eV: 6.6348
E_LUMO in eV: 1.86
HOMO energy in eV: -4.78

Each line ends with the Mulliken charge.
Element x y z (Å)
F  0.74718  -1.28123  3.02410  -0.21
F  2.18091  0.53510  3.11542  -0.22
F  0.32088  2.05231  1.61154  -0.17
O  -3.19293  -2.44340  0.87875  -0.40
O  4.25241  -1.07667  -0.01856  -0.58
O  3.67920  -4.72174  1.35256  -0.69
O  -1.79840  -5.66096  -2.40048  -0.47
O  1.73877  -7.02293  -1.89950  -0.53
O  4.76177  -3.96650  -1.80681  -0.56
O  -1.77126  -2.45798  -0.66343  0.06
O  2.82419  -6.73451  1.16689  -0.69
O  3.14881  0.06867  -1.81502  -0.57
O  1.94399  5.88238  3.46843  -0.45
O  -2.54422  2.99805  -1.74790  -0.42
N  3.37256  -5.64531  -0.84462  -0.06
N  -2.28440  -3.06823  0.46075  0.16
C  -0.61409  -0.10708  0.74971  -0.20
C  -1.87078  3.92155  -2.58737  -0.33
C  3.71913  -4.31901  -1.34906  -0.10
C  1.03979  -0.02297  2.61543  0.14
C  1.16867  4.01503  4.87054  -1.12
C  3.30791  5.81565  3.85059  -0.33
C  -0.10646  -4.32725  -1.07092  0.95
C  -5.03130  -3.66049  -1.77376  -0.43
C  0.59871  -1.83333  -0.83656  0.54
C  -3.99028  -4.67344  -1.71259  -0.33
C  2.07239  -5.98533  -1.41716  -0.23
C  0.09675  -0.35211  -0.65081  -1.08
C  2.03741  -2.16100  -0.98493  -0.19
C  -4.86689  -2.54403  -2.70444  -0.43
C  1.30803  -4.62914  -1.21980  0.06
C  4.14334  4.90128  2.97091  -0.89
C  -2.77949  -4.67774  -2.53396  0.42
C  0.30137  0.68131  1.73074  0.07
C  -2.63472  -3.56105  -3.48631  -0.23
C  -3.67204  -2.52096  -3.56699  -0.51
C  -2.75872  3.40680  -0.40700  0.14
C  -0.43447  -2.89498  -0.85852  0.40
C  -1.15092  -5.48793  -1.11707  -0.92
C  2.34846  -3.57385  -1.17421  0.04
C  1.22274  4.65960  3.49671  -0.02
C  -0.47320  4.27400  -2.10711  -0.88
C  -3.59811  4.66619  -0.27916  -1.33
C  3.29186  -5.72129  0.62265  0.67
B  3.19178  -1.05236  -0.92697  0.89
H  3.69877  6.83285  3.77475  0.34
H  0.55505  3.11294  4.84277  0.39
H  0.20483  4.89478  3.17806  0.29
H  3.81151  3.86297  3.03150  0.16
H  3.39327  5.52907  4.90488  0.29
H  -0.80432  -1.11583  1.19377  0.28
H  -1.75323  -3.45501  -4.16141  0.36
H  -1.61069  0.36905  0.57232  0.18
H  -0.48998  4.77686  -1.13807  0.25
H  1.62547  3.96573  2.75249  0.13
H  -3.28207  2.58448  0.08601  0.33
H  -2.47763  4.82418  -2.72284  0.31
H  -1.85279  -5.38708  -0.25291  0.33
H  2.16107  3.73221  5.22639  0.27
H  -4.56008  4.53750  -0.78026  0.32
H  -5.90456  -3.74421  -1.08743  0.35
H  5.19156  4.93420  3.27620  0.38
H  3.44432  -0.17986  -2.70723  0.30
H  0.74413  4.70698  5.60166  0.32
H  -3.77785  4.89787  0.77216  0.42
H  -3.10700  5.52980  -0.73171  0.30
H  0.01639  4.94111  -2.82005  0.40
H  4.68520  -0.20266  -0.08288  0.31
H  -1.79809  3.44859  -3.56906  0.33
H  0.13279  3.37151  -1.99752  0.14
H  -5.65472  -1.76128  -2.71492  0.34
H  -0.71237  -0.23216  -1.43171  0.33
H  0.87783  0.40521  -0.90355  0.37
H  -3.59430  -1.64218  -4.25226  0.33
H  -4.10824  -5.51522  -0.98277  0.34
H  4.07252  5.20762  1.92458  0.28
H  -0.57306  -6.43993  -0.93763  0.51
H  -1.80009  3.51681  0.11199  0.04

Cartesian forces (eV/Å) of the 6 atoms listed first:
F 1.10 1.80 -0.68
F -1.51 -1.15 0.35
F 0.75 -1.43 -0.06
O 0.39 -0.64 -0.31
O -1.57 0.57 -0.88
O -0.17 -0.87 -3.44

***

Record 3
The following is a quantum chemistry calculation of a cluster of 2 separate species, C3H9N2O2 in total in a non-equilibrium geometry, from OMol25.

Calculated values
Total charge: +1
E_tot in eV: -10323.031
Frontier orbital gap in eV: 9.7662
E_LUMO in eV: -3.50
HOMO energy in eV: -13.27
Energy above the lowest of the compared OMol25 structures with the same formula, charge and spin in kcal per mole: 88.1

Each line ends with the natural charge from an NBO analysis.
Element x y z (Å)
O  1.84878  1.50727  0.72361  -0.62
O  -0.24456  1.81410  -0.14036  -0.48
N  0.89681  -2.17552  0.62092  -0.77
N  -0.03555  -1.54979  -1.32737  -0.80
C  0.62106  1.12879  0.63429  0.67
C  -1.69744  1.61296  -0.01514  -0.24
C  0.36078  -1.23232  -0.11085  0.24
H  -1.98365  2.35277  0.64876  0.21
H  1.07485  -1.99989  1.59935  0.42
H  -0.27534  -0.78261  -2.09258  0.43
H  2.36135  1.90499  0.01549  0.54
H  -2.03037  1.97211  -0.94157  0.22
H  0.20447  0.54831  1.50790  0.21
H  -1.79809  0.53394  0.24733  0.21
H  0.77612  -3.09633  0.28371  0.38
H  -0.07922  -2.53878  -1.65348  0.39

Cartesian forces (eV/Å) of the 6 atoms listed first:
O -0.04 -1.10 0.78
O 2.73 -1.10 0.85
N -0.52 0.61 0.55
N -0.92 0.99 -2.57
C -3.25 0.33 -0.07
C 2.49 -1.81 0.06

***

Record 4
The following is a quantum chemistry calculation of a structure of composition C45H61ClMgN4O4PS2 in a non-equilibrium geometry, from OMol25.

Calculated values
Total charge: +1
E_tot in eV: -110731.811
Frontier orbital gap in eV: 6.4407
E_LUMO in eV: -2.61
HOMO energy in eV: -9.05
Energy above the lowest of the compared OMol25 structures with the same formula, charge and spin in kcal per mole: 0.0

Each line ends with the Mulliken charge.
Element x y z (Å)
Cl  6.62921  6.08969  18.67945  -0.23
S  13.30922  10.09717  9.22379  -0.33
S  9.58748  9.50302  15.71874  0.71
P  13.15555  12.88023  16.24070  0.79
Mg  12.60809  8.80860  16.61905  1.20
O  13.01054  14.17931  17.17977  -0.52
O  10.82303  9.73816  16.50185  -0.35
O  12.22942  13.18583  14.94841  0.60
O  14.61446  13.28303  15.68120  -0.46
N  11.20526  8.64948  9.72834  -0.30
N  14.78042  9.25698  16.75011  0.65
N  12.80008  9.07891  14.44065  0.79
N  12.88458  9.37839  18.66805  0.64
C  13.44682  9.37798  21.42598  0.06
C  8.71365  12.11022  15.43185  -0.81
C  14.45286  9.33452  20.43438  -0.53
C  14.62338  10.86416  23.06160  -1.57
C  8.31220  6.04154  18.19092  0.03
C  12.43488  7.98978  13.72255  -0.63
C  19.23949  8.48099  18.95194  -1.61
C  12.59451  15.52187  14.15218  -1.57
C  11.93314  9.34665  19.60921  -1.03
C  9.56535  10.90782  13.51228  -0.74
C  9.44758  12.07363  12.78120  -0.41
C  15.74127  9.17934  15.81536  -0.90
C  17.09504  9.27160  16.05062  -0.88
C  12.54758  14.05415  13.84301  -0.27
C  19.00787  9.47368  17.80386  1.97
C  10.76900  15.13163  17.43935  -0.89
C  12.64304  9.70840  23.78888  -2.21
C  12.99155  10.21964  13.76864  -0.35
C  17.53350  9.41008  17.38143  0.49
C  19.26282  10.89774  18.32292  -1.55
C  9.18760  10.95068  14.86128  0.39
C  16.53390  9.47134  18.34759  -0.32
C  8.93387  13.23858  13.32565  0.66
C  11.03656  6.28027  17.37141  0.21
C  15.19652  9.35701  18.02231  -0.31
C  12.13534  9.33684  20.96294  -0.53
C  8.26929  9.45470  17.00267  -0.71
C  12.41024  9.24692  11.67956  0.62
C  19.94881  9.13072  16.65618  -2.21
C  13.84870  9.57573  22.91155  1.82
C  8.77091  14.49695  12.49103  -1.76
C  8.54397  13.24590  14.65750  -0.70
C  9.28175  6.38348  19.11381  -0.74
C  11.80074  14.16848  17.97136  -0.08
C  14.67064  8.40648  23.41029  -1.66
C  10.02941  5.78369  16.52033  -0.22
C  12.83771  10.34447  12.39406  -0.83
C  10.61096  6.53256  18.69899  -0.26
C  12.40618  6.61242  16.85945  -1.47
C  12.26130  9.30068  10.18205  -0.35
C  12.23620  8.04622  12.37505  -0.61
C  8.69495  5.64497  16.90444  -0.62
C  15.79931  12.83710  16.41249  0.22
C  14.14351  9.36929  19.07037  -0.42
C  16.57849  14.04277  16.79511  -1.43
H  8.86888  15.40183  13.09852  0.37
H  7.81110  14.54436  11.99470  0.40
H  10.93305  9.35900  19.19038  0.52
H  13.11259  11.27702  11.90200  0.49
H  14.13220  7.44291  23.34392  0.35
H  13.30385  11.08355  14.37610  0.06
H  8.44435  12.13923  16.48528  0.27
H  19.87267  9.87127  15.86657  0.39
H  16.84014  9.56092  19.37860  0.35
H  19.71398  8.16724  16.22385  0.45
H  20.30665  8.29066  19.08446  0.48
H  15.62654  8.32819  22.89424  0.32
H  10.25411  5.49420  15.49010  0.32
H  10.43785  14.75756  16.48518  -0.12
H  13.48999  13.74194  13.35894  0.32
H  8.48795  10.36475  17.59110  0.27
H  12.10385  14.47733  18.97568  0.40
H  12.01841  8.81404  23.83692  0.38
H  14.07934  11.74300  22.68500  0.36
H  9.89406  15.17317  18.06749  0.44
H  8.97876  6.57527  20.14214  0.43
H  10.59475  8.11148  10.35310  0.22
H  8.19986  14.15688  15.13424  0.43
H  18.76125  7.53523  18.68416  0.33
H  11.08240  8.57410  8.73119  0.23
H  14.88117  8.59811  24.46475  0.49
H  11.63091  15.92959  14.39986  0.25
H  11.34504  6.81114  19.41990  0.68
H  15.35786  8.93574  14.83302  0.53
H  8.34507  8.54250  17.57006  -0.10
H  10.00071  10.01644  13.07249  0.73
H  7.94024  5.24430  16.21181  0.40
H  17.49951  13.76320  17.35488  0.33
H  15.52904  12.22808  17.26176  0.03
H  11.27032  9.36496  21.62561  0.54
H  11.96819  7.14879  11.86306  0.59
H  17.81876  9.18764  15.21533  0.46
H  12.70691  5.98958  15.99065  0.68
H  12.94097  9.97561  24.79595  0.46
H  11.96926  10.51701  23.44453  0.41
H  9.73096  12.08269  11.71206  0.37
H  13.14038  6.44577  17.66087  0.51
H  9.52746  14.61211  11.72617  0.41
H  15.55025  10.82519  22.52484  0.39
H  18.82417  8.87573  19.88684  0.34
H  14.80797  11.03050  24.13666  0.44
H  15.47066  9.33516  20.74600  0.73
H  16.36642  12.20840  15.73546  0.18
H  12.29612  7.03962  14.28664  -0.02
H  11.78755  13.85547  13.12375  0.45
H  13.34622  15.77829  14.85578  0.32
H  20.27916  10.99742  18.69019  0.49
H  11.13924  16.10900  17.33312  0.36
H  19.14007  11.67876  17.55359  0.28
H  20.95454  9.11209  17.05072  0.48
H  18.61190  11.23338  19.15662  0.28
H  16.02767  14.73211  17.45782  0.27
H  12.86788  15.99456  13.21293  0.47
H  7.27986  9.44431  16.55970  0.53
H  16.83892  14.66632  15.92917  0.33
H  11.35045  13.14990  18.03038  -0.05

Cartesian forces (eV/Å) of the 6 atoms listed first:
Cl 0.21 -0.17 -0.18
S 0.35 0.27 -0.11
S -2.17 -2.02 0.01
P 0.15 -0.59 -0.05
Mg 0.04 -0.22 -0.26
O -0.99 0.30 0.60

***

Record 5
The following is a quantum chemistry calculation of an isolated molecule of C6H12O in a non-equilibrium geometry, from OMol25.

Calculated values
E_tot in eV: -8460.292
Frontier orbital gap (spin up / spin down) in eV: 8.7749 / 6.4251
E_LUMO (spin up / spin down) in eV: 0.85 / 0.43
HOMO energy (spin up / spin down) in eV: -7.93 / -5.99
Energy above the lowest of the compared OMol25 structures with the same formula, charge and spin in kcal per mole: 93.7

Each line ends with the natural charge from an NBO analysis.
Element x y z (Å)
O  -2.07399  1.25771  -0.63077  -0.67
C  -1.12139  -0.67695  0.36269  -0.48
C  1.12586  0.38715  0.94620  -0.50
C  -0.20962  -0.12255  1.47892  -0.38
C  -1.10760  0.33339  -0.70887  0.30
C  1.93856  -0.73671  0.50914  -0.32
C  -0.20000  0.22287  -1.85003  -0.70
H  -0.08838  1.18373  -2.36735  0.21
H  -0.73431  -1.64034  0.00338  0.20
H  -2.13237  -0.83538  0.75790  0.23
H  -0.76018  0.65362  2.02969  0.21
H  -1.94620  1.93027  -1.31368  0.48
H  0.88043  1.13415  0.11348  0.21
H  2.98437  -0.82073  0.78082  0.18
H  1.61578  1.00105  1.71239  0.22
H  0.10026  -0.96401  2.11019  0.20
H  1.46482  -1.63207  0.12101  0.17
H  0.80128  -0.14131  -1.48027  0.24
H  -0.53733  -0.53390  -2.57484  0.21

Cartesian forces (eV/Å) of the 6 atoms listed first:
O -0.95 1.18 -0.25
C 0.27 0.32 0.25
C -0.72 1.60 -0.27
C 0.04 -0.68 0.40
C 0.30 -1.05 -0.17
C 0.81 -0.51 -0.08